No. 1
{"formula": "C42H34I2N6O3S2Ti", "method": "the ωB97M-V functional and the def2-TZVPD basis", "symbols": ["Ti", "C", "C", "O", "N", "C", "C", "C", "C", "C", "C", "N", "H", "H", "H", "H", "H", "H", "H", "H", "H", "H", "I", "C", "C", "C", "C", "C", "C", "C", "C", "C", "C", "H", "H", "H", "H", "H", "H", "S", "C", "C", "N", "C", "S", "C", "N", "I", "C", "C", "C", "C", "N", "C", "H", "H", "H", "H", "C", "C", "C", "C", "C", "C", "N", "C", "C", "C", "C", "C", "C", "C", "O", "O", "C", "C", "H", "H", "H", "H", "H", "H", "H", "H", "H", "H", "H", "H", "H", "H"], "positions_angstrom": [[1.3171, -0.2785, -0.2361], [2.9613, -0.4262, 3.2464], [1.6267, 0.1532, 2.8933], [1.1763, 0.0844, 1.7492], [0.9324, 0.7700, 3.8648], [-0.3149, 1.4332, 3.5709], [-0.1571, 2.8029, 2.9531], [-1.2511, 3.6601, 2.8707], [-1.1251, 4.8241, 2.1359], [0.0835, 5.1049, 1.5201], [1.1285, 4.2114, 1.6959], [1.0155, 3.0896, 2.4035], [3.0928, -1.3584, 2.6996], [3.0586, -0.5983, 4.3182], [3.7328, 0.2684, 2.9053], [1.4319, 0.9877, 4.7092], [-0.9278, 1.4747, 4.4724], [-0.8436, 0.7963, 2.8559], [-2.1922, 3.3842, 3.3306], [-1.9707, 5.4917, 2.0190], [0.2147, 5.9788, 0.8967], [2.0953, 4.3907, 1.2380], [-1.5804, 1.2147, -0.0167], [-0.9534, 2.8371, -1.1311], [-1.7945, 3.9052, -1.2715], [-1.3983, 5.0237, -2.0359], [-0.1832, 5.0097, -2.6520], [0.6906, 3.8964, -2.5355], [1.9177, 3.9023, -3.2364], [2.7393, 2.8203, -3.1425], [2.3957, 1.7295, -2.3168], [1.2370, 1.6436, -1.5609], [0.3423, 2.7654, -1.7334], [-2.7665, 3.8928, -0.7936], [-2.0651, 5.8726, -2.1393], [0.1367, 5.8492, -3.2617], [2.1725, 4.7632, -3.8464], [3.6782, 2.7903, -3.6857], [3.1137, 0.9211, -2.2780], [1.6036, -1.4301, -2.4693], [1.5114, -3.1202, -2.0254], [0.9956, -4.0084, -3.0296], [0.5488, -4.6778, -3.8585], [1.8755, -3.6395, -0.8173], [2.4123, -2.7033, 0.5274], [1.8805, -5.0755, -0.6649], [1.9048, -6.2191, -0.5222], [5.0830, 3.7732, 1.9848], [4.8787, 1.9633, 0.9414], [6.0333, 1.2787, 0.5184], [5.7549, 0.0903, -0.2139], [4.4803, -0.3522, -0.3984], [3.3620, 0.2992, 0.0859], [3.6151, 1.5030, 0.7140], [7.0304, 1.6505, 0.6927], [6.5630, -0.4997, -0.6308], [4.2771, -1.2635, -0.9399], [2.7499, 2.0662, 1.0417], [-5.5258, -0.2156, -0.7015], [-4.3604, -0.7938, -1.4620], [-3.8620, -0.1078, -2.5605], [-2.7472, -0.5858, -3.2354], [-2.1252, -1.7388, -2.8073], [-2.6277, -2.4555, -1.7180], [-2.0193, -3.6794, -1.4116], [-1.7132, -4.1843, -0.1296], [-1.7232, -5.5717, 0.0186], [-1.4763, -6.1623, 1.2439], [-1.2629, -5.3700, 2.3643], [-1.2474, -3.9929, 2.2217], [-1.4244, -3.3876, 0.9817], [-1.1473, -1.9045, 0.9017], [-1.6781, -1.1397, 1.7231], [-0.3318, -1.5897, -0.0187], [-3.7704, -1.9967, -1.0455], [-4.3869, -2.7847, 0.0798], [-5.7995, 0.7566, -1.1133], [-5.2784, -0.0776, 0.3546], [-6.4105, -0.8580, -0.7404], [-4.3215, 0.8287, -2.8570], [-2.3277, -0.0305, -4.0658], [-1.2123, -2.0769, -3.2826], [-1.4091, -4.0248, -2.1391], [-1.9199, -6.1798, -0.8564], [-1.4483, -7.2423, 1.3201], [-1.0780, -5.8219, 3.3311], [-1.0477, -3.3497, 3.0702], [-4.1912, -3.8503, -0.0365], [-5.4683, -2.6430, 0.1059], [-3.9857, -2.4866, 1.0535]], "total_charge": -2, "de_lowest_kj_mol": 8.34, "spin_multiplicity": 3, "energy_ev": -120181.2684, "fmax_ha_per_bohr": 0.028, "homo_ev": [-0.03, -1.69], "gap_ev": [3.56, 5.21], "lumo_energy_ev": [3.53, 3.51]}

=====

No. 2
{"formula": "C42H34N5O3PRu", "method": "the ωB97M-V functional and the def2-TZVPD basis", "symbols": ["Ru", "C", "C", "N", "N", "C", "O", "C", "C", "C", "C", "C", "C", "C", "C", "C", "C", "C", "N", "H", "H", "H", "H", "H", "H", "H", "H", "H", "H", "H", "H", "N", "C", "C", "C", "C", "C", "C", "C", "C", "N", "C", "H", "H", "H", "H", "H", "H", "H", "H", "O", "C", "O", "C", "C", "C", "C", "C", "C", "P", "C", "C", "C", "C", "C", "C", "C", "C", "C", "C", "C", "C", "H", "H", "H", "H", "H", "H", "H", "H", "H", "H", "H", "H", "H", "H"], "positions_angstrom": [[0.4604, 0.5794, 0.4460], [3.0823, -2.9605, 1.8702], [2.5635, -1.6323, 1.4143], [1.3486, -1.2345, 1.6547], [0.5130, -1.9736, 2.3487], [-0.7787, -1.6642, 2.2435], [-1.1968, -0.7406, 1.5084], [-1.7360, -2.5004, 2.9843], [-1.4108, -3.8013, 3.3519], [-2.3245, -4.5610, 4.0559], [-3.5624, -4.0310, 4.3890], [-3.8966, -2.7441, 3.9955], [-2.9927, -1.9792, 3.2845], [3.4108, -0.7387, 0.6573], [4.8049, -0.8760, 0.6381], [5.5511, -0.0339, -0.1577], [4.8998, 0.9253, -0.9262], [3.5223, 1.0200, -0.8337], [2.7970, 0.2217, -0.0624], [2.2681, -3.5375, 2.2965], [3.8447, -2.8205, 2.6344], [3.5187, -3.5108, 1.0396], [-0.4486, -4.1969, 3.0658], [-2.0692, -5.5685, 4.3465], [-4.2733, -4.6295, 4.9412], [-4.8632, -2.3343, 4.2461], [-3.2402, -0.9799, 2.9569], [5.2810, -1.6224, 1.2527], [6.6253, -0.1229, -0.1835], [5.4516, 1.5823, -1.5773], [2.9751, 1.7546, -1.4134], [1.1127, 1.7282, 2.6016], [1.5483, 3.0527, 2.3828], [2.2242, 3.7786, 3.3384], [2.5387, 5.1280, 3.1238], [2.1433, 5.7639, 1.9772], [1.4894, 5.0453, 0.9557], [1.0581, 5.6336, -0.2513], [0.5089, 4.8457, -1.2248], [0.4226, 3.4621, -1.0120], [0.7764, 2.8916, 0.1154], [1.2476, 3.6550, 1.1291], [1.5343, 1.3140, 3.4284], [0.0922, 1.7080, 2.6828], [2.4954, 3.3162, 4.2790], [3.0643, 5.6746, 3.8930], [2.3293, 6.8177, 1.8298], [1.1724, 6.6984, -0.3831], [0.1619, 5.2567, -2.1566], [0.0625, 2.8196, -1.8053], [-2.3037, 2.8854, -0.7976], [-2.1902, 1.9852, 0.0189], [-1.5101, 1.8890, 1.0559], [-3.0631, 0.7289, -0.2940], [-4.3777, 0.7121, 0.1283], [-5.1768, -0.3814, -0.1782], [-4.6519, -1.4433, -0.8929], [-3.3307, -1.4319, -1.2957], [-2.5182, -0.3391, -0.9977], [-0.7501, -0.3858, -1.4401], [-0.6030, 0.5796, -2.9644], [-1.6729, 1.2145, -3.5829], [-1.4555, 1.9222, -4.7532], [-0.1872, 1.9785, -5.3103], [0.8866, 1.3565, -4.6860], [0.6798, 0.6625, -3.5113], [-0.4959, -2.1015, -2.0073], [-0.3697, -2.4275, -3.3549], [-0.1847, -3.7465, -3.7296], [-0.1322, -4.7472, -2.7731], [-0.2568, -4.4282, -1.4286], [-0.4281, -3.1107, -1.0453], [-4.7737, 1.5429, 0.6921], [-6.2078, -0.3970, 0.1416], [-5.2700, -2.2944, -1.1352], [-2.9192, -2.2709, -1.8386], [-2.6614, 1.1604, -3.1519], [-2.2846, 2.4153, -5.2396], [-0.0301, 2.5115, -6.2353], [1.8749, 1.4035, -5.1223], [1.5002, 0.1609, -3.0076], [-0.4194, -1.6538, -4.1069], [-0.0856, -3.9861, -4.7770], [0.0012, -5.7751, -3.0750], [-0.2158, -5.2058, -0.6790], [-0.5244, -2.8614, 0.0031]], "total_charge": 1, "spin_multiplicity": 2, "energy_ev": -69564.6090, "fmax_ha_per_bohr": 0.071, "homo_ev": [-10.60, -10.58], "gap_ev": [6.43, 6.71], "lumo_energy_ev": [-4.16, -3.87]}